Model one:
Molecular formula: CH4NO2Si
Method: DFT, ωB97M-V with the def2-TZVPD basis set

Atoms and positions in Å:
C -2.03 -0.13 -0.02
N 2.36 -1.16 0.29
O -2.38 1.07 -0.10
O -2.60 -1.20 -0.05
Si -0.27 0.56 0.15
H 2.83 -0.28 0.07
H 2.21 -1.61 -0.62
H 0.08 1.33 -1.04
H -0.19 1.41 1.32

* total charge: -1
* frontier orbital gap (spin up / spin down): 7.148 / 7.139 eV

***

Model two:
Molecular formula: CH4NO2Si
Method: DFT, ωB97M-V with the def2-TZVPD basis set

Atoms and positions in Å:
C -0.75 0.22 2.83
N 0.55 -0.39 -3.87
O -1.85 0.45 3.34
O 0.40 -0.07 3.24
Si -0.08 0.30 1.02
H 0.24 0.35 -3.26
H 0.38 -0.24 -4.86
H 1.39 0.30 1.23
H -0.29 -0.91 0.32

* total charge: -1
* frontier orbital gap (spin up / spin down): 3.896 / 7.043 eV

***

Model three:
Molecular formula: CH4NO2Si
Method: DFT, ωB97M-V with the def2-TZVPD basis set

Atoms and positions in Å:
N -1.26 0.75 0.26
Si -0.33 -0.67 -0.14
C 1.46 -0.07 0.08
O 2.34 -0.85 0.43
O 1.59 1.16 0.09
H -2.12 0.90 -0.25
H -0.50 1.55 0.08
H -0.62 -1.15 -1.42
H -0.56 -1.62 0.88

* total charge: -1
* SMILES string: N[SiH2]C(=O)[O-]
* frontier orbital gap: 7.673 eV

***

Model four:
Molecular formula: CH4NO2Si
Method: DFT, ωB97M-V with the def2-TZVPD basis set

Atoms and positions in Å:
C -1.10 -1.76 -0.16
N 0.00 -1.99 0.43
O -2.02 -2.11 -0.83
O -0.91 -0.70 0.64
Si 0.69 1.19 0.00
H 1.29 0.41 1.18
H -0.09 2.53 0.51
H 0.12 0.55 -1.20
H 2.01 1.87 -0.58

* total charge: -1
* frontier orbital gap: 7.985 eV

***

What is the stability order? It is model three, model one, model four, model two, from most stable to least stable.

***

Model one:
Molecular formula: CH7O5
Method: DFT, ωB97M-V with the def2-TZVPD basis set

Atoms and positions in Å:
O -0.96 -0.28 -1.01
C -0.10 -1.18 -1.05
O 1.13 -1.06 -0.89
H -0.46 -2.22 -1.26
H 3.59 -1.17 0.72
H 2.55 -1.86 -0.15
O 3.32 -2.05 0.44
H 0.83 1.09 -0.61
H -0.04 2.15 -1.15
O 0.79 2.07 -0.67
H -3.32 2.09 1.40
H -3.47 0.77 2.14
O -3.84 1.66 2.09

* total charge: -1
* frontier orbital gap: 8.901 eV

***

Model two:
Molecular formula: CH7O5
Method: DFT, ωB97M-V with the def2-TZVPD basis set

Atoms and positions in Å:
O 0.88 -1.75 -0.29
C -0.11 -0.93 0.02
O -0.50 0.18 -0.60
H -0.79 -1.27 0.85
H -3.07 -0.76 0.85
H -2.21 -0.32 -0.27
O -3.16 -0.66 -0.18
H 0.43 1.13 0.99
H 1.73 1.37 1.49
O 0.80 1.37 1.86
H 1.77 1.23 -1.32
H 2.04 -0.22 -1.52
O 2.20 0.62 -1.90

* total charge: -1
* frontier orbital gap: 9.418 eV

***

What is the stability order? It is model one, model two, from most stable to least stable.

***

Model one:
Molecular formula: C3H6BrOP
Method: DFT, ωB97M-V with the def2-TZVPD basis set

Atoms and positions in Å:
C 1.61 0.08 -0.16
C 0.44 -0.30 0.77
C -0.87 -0.12 0.06
O -2.68 1.61 -0.89
P -2.32 1.00 0.35
Br -2.10 -1.72 0.08
H 1.53 -0.59 -1.03
H 1.73 1.16 -0.46
H 2.69 -0.23 0.12
H 0.54 -1.25 1.17
H 0.35 0.44 1.61
H -0.91 -0.06 -1.62

* total charge: 0
* frontier orbital gap: 9.140 eV

***

Model two:
Molecular formula: C3H6BrOP
Method: DFT, ωB97M-V with the def2-TZVPD basis set

Atoms and positions in Å:
C 0.36 -1.09 0.91
C -0.93 -0.31 0.63
C -0.70 1.07 0.10
O -0.24 0.19 -2.43
P 0.26 1.09 -1.41
Br 2.61 2.21 -3.07
H 0.13 -2.04 1.39
H 0.86 -1.30 -0.03
H 1.03 -0.53 1.56
H -1.54 -0.88 -0.07
H -1.49 -0.20 1.57
H -0.36 1.78 0.84

* total charge: 0
* frontier orbital gap (spin up / spin down): 7.215 / 6.621 eV

***

What is the stability order? It is model two, model one, from most stable to least stable.

***

Model one:
Molecular formula: C20H16Cl3NO9V
Method: DFT, ωB97M-V with the def2-TZVPD basis set

Atoms and positions in Å:
V 0.07 0.54 -0.07
O 2.68 -1.58 0.89
C 3.34 -0.62 1.67
C 3.41 0.72 0.97
N 2.13 1.48 0.87
C 2.37 2.64 -0.01
C 1.16 3.14 -0.79
O 1.17 4.24 -1.27
O 0.20 2.27 -0.92
C 1.71 1.93 2.21
C 0.21 2.12 2.32
O -0.44 1.31 1.48
O -0.33 2.84 3.10
H 1.74 -1.59 1.12
H 4.37 -0.96 1.80
H 2.90 -0.55 2.67
H 3.76 0.54 -0.04
H 4.14 1.36 1.48
H 3.10 2.35 -0.77
H 2.81 3.48 0.55
H 2.22 2.85 2.51
H 1.94 1.15 2.94
Cl -2.49 0.79 -6.74
C -2.15 0.67 -5.04
C -3.20 0.86 -4.12
C -2.98 0.77 -2.77
C -1.69 0.50 -2.28
O -1.52 0.37 -0.99
C -0.64 0.32 -3.21
C 0.68 -0.03 -2.79
O 1.07 -0.12 -1.61
C -0.89 0.40 -4.60
H -4.19 1.07 -4.49
H -3.78 0.90 -2.06
H 1.41 -0.26 -3.57
H -0.08 0.25 -5.30
Cl -4.33 -4.59 2.69
C -3.04 -3.60 2.09
C -2.75 -3.61 0.74
C -1.73 -2.81 0.25
Cl -1.34 -2.89 -1.44
C -0.98 -1.98 1.10
O -0.02 -1.20 0.62
C -1.26 -2.03 2.47
C -0.45 -1.32 3.48
O 0.66 -0.86 3.30
C -2.30 -2.82 2.96
H -3.31 -4.24 0.06
H -0.87 -1.36 4.50
H -2.51 -2.84 4.02

* total charge: 0
* frontier orbital gap (spin up / spin down): 7.196 / 7.399 eV
* spin multiplicity: 2
* ⟨S²⟩: 0.7594

***

Model two:
Molecular formula: C20H16Cl3NO9V
Method: DFT, ωB97M-V with the def2-TZVPD basis set

Atoms and positions in Å:
V 0.36 -0.47 0.16
O -0.93 -2.65 0.19
C -0.51 -4.02 0.14
C 0.96 -4.23 -0.17
N 1.90 -3.61 0.72
C 1.65 -3.34 2.12
C 1.74 -1.84 2.39
O 2.64 -1.34 3.01
O 0.76 -1.12 1.83
C 3.11 -3.05 0.18
C 2.97 -1.61 -0.32
O 3.89 -0.84 -0.37
O 1.74 -1.29 -0.72
H -1.12 -2.40 1.10
H -1.08 -4.50 -0.66
H -0.80 -4.51 1.08
H 1.14 -3.83 -1.18
H 1.08 -5.32 -0.23
H 2.38 -3.83 2.77
H 0.66 -3.70 2.39
H 3.47 -3.64 -0.66
H 3.90 -3.06 0.93
Cl 3.40 6.93 -0.37
C 2.22 5.68 -0.53
C 0.93 6.05 -1.09
C -0.04 5.14 -1.25
C 0.14 3.73 -0.87
O -0.74 2.90 -1.09
C 1.46 3.40 -0.29
C 1.76 2.15 0.13
O 0.89 1.16 0.07
C 2.48 4.42 -0.15
H 0.78 7.08 -1.37
H -1.00 5.40 -1.68
H 2.73 1.88 0.54
H 3.44 4.15 0.27
Cl -6.62 1.09 -1.42
C -5.06 0.70 -0.78
C -4.87 0.70 0.61
C -3.65 0.40 1.16
Cl -3.44 0.39 2.87
C -2.53 0.10 0.34
O -1.39 -0.18 0.88
C -2.75 0.10 -1.06
C -1.69 -0.22 -1.95
O -0.52 -0.49 -1.65
C -4.01 0.41 -1.60
H -5.70 0.93 1.27
H -1.93 -0.23 -3.02
H -4.15 0.40 -2.68

* total charge: 0
* frontier orbital gap (spin up / spin down): 6.567 / 6.951 eV
* spin multiplicity: 2
* ⟨S²⟩: 0.7599

***

What is the stability order? It is model one, model two, from most stable to least stable.

***

Model one:
Molecular formula: C6H34N2O9
Method: DFT, ωB97M-V with the def2-TZVPD basis set

Atoms and positions in Å:
C -3.06 0.23 0.20
C -2.61 1.67 0.46
C -1.39 1.75 1.35
N -0.19 1.23 0.67
C 1.06 1.46 1.41
C 1.15 0.65 2.69
C 2.24 1.21 0.43
N 3.30 0.35 0.97
H -2.38 -0.29 -0.46
H -3.04 -0.34 1.13
H -4.07 0.18 -0.20
H -2.40 2.17 -0.49
H -3.43 2.20 0.95
H -1.59 1.21 2.28
H -1.17 2.78 1.62
H -0.29 0.23 0.53
H 1.06 2.53 1.65
H 1.24 -0.42 2.47
H 1.96 0.96 3.34
H 0.24 0.75 3.29
H 1.86 0.73 -0.47
H 2.61 2.18 0.11
H 4.11 0.38 0.37
H 3.64 0.67 1.88
O -1.55 -2.82 -1.07
H -1.39 -3.73 -1.34
H -1.14 -2.71 -0.18
O -0.34 -1.24 -2.98
H -1.02 -0.54 -3.15
H -0.76 -1.80 -2.28
O 2.22 -2.27 0.71
H 2.29 -2.27 -0.28
H 2.64 -1.43 0.98
O -0.20 2.57 -1.98
H 0.59 2.13 -2.35
H -0.26 2.27 -1.05
O 2.30 -2.07 -2.07
H 1.39 -2.03 -2.41
H 2.62 -1.17 -2.19
O -2.01 0.95 -3.29
H -1.43 1.63 -2.85
H -2.78 0.87 -2.70
O 1.65 0.70 -3.00
H 0.91 0.06 -3.05
H 1.85 0.92 -3.92
O -0.27 -2.57 1.37
H -0.25 -3.40 1.88
H 0.69 -2.40 1.11
O -1.41 -1.08 3.54
H -2.22 -1.59 3.63
H -0.97 -1.42 2.74

* total charge: 0
* SMILES string: CCCN[C@@H](C)CN.O.O.O.O.O.O.O.O.O
* frontier orbital gap: 9.672 eV

***

Model two:
Molecular formula: C6H34N2O9
Method: DFT, ωB97M-V with the def2-TZVPD basis set

Atoms and positions in Å:
C -1.88 -1.15 0.12
C -0.99 -2.27 0.64
C -1.77 -3.59 0.88
C -0.27 -1.84 1.89
N 0.81 -0.86 1.62
C 1.27 -0.14 2.85
C 2.59 0.58 2.48
N 2.33 1.60 1.49
H -2.87 -1.36 -0.31
H -2.16 -0.43 0.89
H -1.39 -0.61 -0.70
H -0.29 -2.50 -0.19
H -2.58 -3.53 1.64
H -2.33 -3.78 -0.02
H -1.12 -4.37 1.28
H 0.19 -2.68 2.40
H -1.03 -1.44 2.59
H 0.34 -0.18 1.05
H 1.55 -0.86 3.61
H 0.55 0.65 3.07
H 3.04 0.99 3.42
H 3.29 -0.15 2.07
H 2.56 1.50 0.52
H 1.42 1.99 1.60
O 0.17 1.41 -3.66
H 0.67 1.27 -4.48
H 0.82 0.90 -3.13
O 0.19 1.49 -0.56
H 0.70 1.03 -1.23
H -0.27 2.14 -1.14
O 3.08 0.69 -1.35
H 3.77 1.25 -1.66
H 3.49 -0.18 -1.22
O -0.92 1.95 1.82
H -1.43 2.71 1.63
H -0.41 1.57 1.09
O -3.91 2.09 0.33
H -4.35 1.48 -0.23
H -3.68 1.66 1.16
O 3.54 -1.70 -0.28
H 2.96 -1.55 0.48
H 3.69 -2.64 -0.41
O -1.80 3.21 -0.97
H -2.52 3.00 -0.33
H -2.04 4.13 -1.13
O -2.53 0.50 -4.26
H -2.61 0.78 -3.35
H -1.58 0.50 -4.35
O 1.33 -0.91 -2.87
H 1.90 -0.96 -2.10
H 0.49 -1.36 -2.68

* total charge: 0
* SMILES string: CC(C)CNCCN.O.O.O.O.O.O.O.O.O
* frontier orbital gap: 8.361 eV

***

What is the stability order? It is model one, model two, from most stable to least stable.

***

Model one:
Molecular formula: C21H22N4O4
Method: DFT, ωB97M-V with the def2-TZVPD basis set

Atoms and positions in Å:
C 7.73 0.84 -1.51
N 6.54 0.30 -0.86
C 5.39 1.06 -0.85
O 5.37 2.16 -1.37
C 4.21 0.44 -0.21
C 3.08 1.22 -0.25
C 1.72 1.01 0.15
C 1.09 -0.24 0.22
C -0.24 -0.35 0.58
C -0.98 0.79 0.92
O -2.26 0.79 1.31
C -2.97 -0.44 1.38
C -4.42 -0.13 1.80
N -5.15 0.58 0.78
C -4.98 2.00 0.67
C -5.70 -0.14 -0.24
C -6.34 0.47 -1.33
C -6.91 -0.33 -2.30
C -6.83 -1.72 -2.18
C -6.17 -2.22 -1.07
N -5.62 -1.48 -0.13
C -0.36 2.04 0.84
C 0.95 2.15 0.44
C 4.35 -0.84 0.47
O 3.48 -1.38 1.14
N 5.59 -1.45 0.38
C 5.74 -2.72 1.06
C 6.69 -0.94 -0.28
O 7.74 -1.54 -0.34
H 7.46 1.79 -1.95
H 8.06 0.14 -2.29
H 8.53 0.96 -0.79
H 3.26 2.20 -0.67
H 1.63 -1.13 -0.04
H -0.69 -1.33 0.61
H -2.51 -1.10 2.13
H -2.98 -0.94 0.41
H -4.41 0.48 2.71
H -4.92 -1.07 1.99
H -4.45 2.36 1.55
H -4.39 2.28 -0.21
H -5.95 2.51 0.62
H -6.40 1.54 -1.42
H -7.40 0.11 -3.15
H -7.26 -2.37 -2.92
H -6.07 -3.29 -0.92
H -0.94 2.92 1.08
H 1.41 3.12 0.38
H 6.75 -3.07 0.90
H 5.54 -2.59 2.12
H 5.02 -3.44 0.65

* total charge: 0
* SMILES string: CN1C(=O)C(=Cc2ccc(OCCN(C)c3ccccn3)cc2)C(=O)N(C)C1=O
* frontier orbital gap: 7.356 eV

***

Model two:
Molecular formula: C21H22N4O4
Method: DFT, ωB97M-V with the def2-TZVPD basis set

Atoms and positions in Å:
C -8.36 -1.83 -0.43
O -7.19 -2.01 0.33
C -6.18 -1.10 0.32
C -5.10 -1.43 1.14
C -3.98 -0.64 1.25
C -3.92 0.55 0.54
C -2.78 1.50 0.58
O -2.87 2.66 0.21
N -1.62 1.01 1.10
C -0.41 1.78 1.07
C 0.76 0.83 0.78
O 0.61 -0.37 0.75
N 1.93 1.49 0.61
N 3.20 1.04 0.37
C 3.46 -0.21 0.25
C 4.80 -0.65 0.01
C 5.20 -1.97 -0.15
C 4.41 -3.23 -0.13
N 6.55 -2.00 -0.36
C 7.06 -0.73 -0.34
C 8.36 -0.28 -0.50
C 8.57 1.08 -0.42
C 7.52 1.97 -0.20
C 6.22 1.53 -0.04
C 5.98 0.16 -0.10
C -5.00 0.91 -0.27
C -6.13 0.12 -0.40
O -7.19 0.46 -1.19
C -7.14 1.68 -1.88
H -8.91 -0.94 -0.12
H -8.15 -1.78 -1.50
H -8.96 -2.72 -0.23
H -5.18 -2.36 1.69
H -3.19 -0.94 1.92
H -1.48 0.01 1.18
H -0.50 2.55 0.29
H -0.24 2.27 2.03
H 1.92 2.50 0.66
H 2.70 -0.98 0.31
H 4.86 -3.94 0.56
H 3.39 -3.04 0.17
H 4.40 -3.68 -1.13
H 7.08 -2.84 -0.50
H 9.17 -0.97 -0.67
H 9.57 1.47 -0.55
H 7.73 3.03 -0.15
H 5.41 2.21 0.14
H -4.92 1.85 -0.79
H -8.09 1.75 -2.42
H -6.32 1.71 -2.60
H -7.06 2.53 -1.20

* total charge: 0
* SMILES string: COc1ccc(C(=O)NCC(=O)N/N=C/c2c(C)[nH]c3ccccc23)cc1OC
* frontier orbital gap: 8.473 eV

***

What is the stability order? It is model one, model two, from most stable to least stable.

***

Model one:
Molecular formula: C3H2O3
Method: DFT, ωB97M-V with the def2-TZVPD basis set

Atoms and positions in Å:
O -2.04 0.13 1.06
C -0.92 0.46 0.77
C -0.19 0.30 -0.57
O -0.29 1.00 -1.54
C 0.95 -0.71 -0.43
O 1.23 -1.19 0.64
H -0.20 0.88 1.48
H 1.51 -0.90 -1.37

* total charge: 0
* SMILES string: O=CC(=O)C=O
* frontier orbital gap: 8.666 eV

***

Model two:
Molecular formula: C3H2O3
Method: DFT, ωB97M-V with the def2-TZVPD basis set

Atoms and positions in Å:
O 1.22 -0.93 1.57
C 0.37 -0.17 1.20
C -0.50 -0.49 -0.01
O -1.47 -1.20 -0.03
C -0.04 0.38 -1.17
O 0.32 1.49 -0.88
H 0.22 0.87 1.54
H -0.13 0.05 -2.21

* total charge: 0
* SMILES string: O=CC(=O)C=O
* frontier orbital gap: 8.824 eV

***

Model three:
Molecular formula: C3H2O3
Method: DFT, ωB97M-V with the def2-TZVPD basis set

Atoms and positions in Å:
C 0.76 -0.37 -0.03
C -0.19 -0.84 0.74
C -1.42 -0.68 1.06
O -2.50 -0.63 1.47
O 0.60 0.62 -1.03
O -0.46 1.58 -1.01
H 1.76 -0.79 -0.04
H 1.44 1.11 -1.16

* total charge: 0
* frontier orbital gap: 8.416 eV

***

Model four:
Molecular formula: C3H2O3
Method: DFT, ωB97M-V with the def2-TZVPD basis set

Atoms and positions in Å:
C 0.82 -0.05 -0.34
C -0.66 0.39 0.67
C -0.45 -0.58 -0.96
O 0.65 0.24 1.05
O 0.58 -1.41 -0.66
O -1.34 -0.57 0.23
H 1.52 0.54 -0.86
H -1.12 1.44 0.86

* total charge: 0
* frontier orbital gap: 8.965 eV

***

What is the stability order? It is model one, model two, model four, model three, from most stable to least stable.

***

Model one:
Molecular formula: C2H6I2OSi
Method: DFT, ωB97M-V with the def2-TZVPD basis set

Atoms and positions in Å:
C -0.41 -1.42 2.05
C 1.22 0.04 -2.54
O -0.86 -0.60 1.16
Si 1.43 0.21 -0.69
I 2.64 2.08 0.26
I 2.64 -1.68 0.31
H -0.09 -0.98 3.12
H 0.70 -1.85 1.73
H -0.99 -2.28 2.42
H 2.14 -0.58 -2.90
H 0.20 -0.48 -2.69
H 1.06 0.95 -3.16

* total charge: 0
* frontier orbital gap (spin up / spin down): 5.925 / 5.928 eV

***

Model two:
Molecular formula: C2H6I2OSi
Method: DFT, ωB97M-V with the def2-TZVPD basis set

Atoms and positions in Å:
C -0.66 2.34 -0.19
C -0.13 -2.18 0.63
O -0.25 1.44 0.70
Si 0.87 -0.89 -0.24
I 0.73 -0.29 -2.62
I 3.21 -0.86 0.49
H -0.43 2.01 -1.25
H -0.32 3.33 0.10
H -1.77 2.42 -0.20
H -0.59 -1.69 1.54
H -0.94 -2.55 0.14
H 0.29 -3.10 0.89

* total charge: 0
* frontier orbital gap (spin up / spin down): 6.994 / 6.984 eV

***

What is the stability order? It is model two, model one, from most stable to least stable.

***

Model one:
Molecular formula: C5H16N2
Method: DFT, ωB97M-V with the def2-TZVPD basis set

Atoms and positions in Å:
C 0.90 0.54 -2.72
C -0.07 1.62 -2.25
N -1.41 1.07 -2.10
C -2.38 2.10 -1.73
H 0.59 0.15 -3.70
H 0.92 -0.29 -2.00
H 1.92 0.95 -2.81
H -0.05 2.47 -2.95
H 0.24 1.99 -1.26
H -1.70 0.65 -3.00
H -2.14 2.46 -0.72
H -3.39 1.65 -1.71
H -2.39 2.96 -2.42
C 1.26 -2.84 2.84
C 1.29 -1.33 3.11
N 0.02 -0.64 2.95
H 0.56 -3.33 3.53
H 2.26 -3.28 2.98
H 0.94 -3.03 1.81
H 1.64 -1.15 4.15
H 2.02 -0.85 2.42
H -0.69 -1.05 3.57
H -0.34 -0.78 2.00

* total charge: 0
* SMILES string: CCNC.CCN
* frontier orbital gap: 9.881 eV

***

Model two:
Molecular formula: C5H16N2
Method: DFT, ωB97M-V with the def2-TZVPD basis set

Atoms and positions in Å:
C -1.46 -1.22 -1.15
C 0.47 -1.54 0.37
C -0.22 -1.94 1.67
N -2.29 -0.32 -0.70
H -2.97 -0.71 -0.04
H -1.25 0.88 -0.12
H -1.60 -2.29 -1.01
H -0.79 -0.93 -1.95
H 1.49 -1.19 0.58
H 0.64 -2.41 -0.27
H -0.45 -1.06 2.28
H -1.19 -2.42 1.46
H 0.36 -2.63 2.29
C 0.46 1.97 -0.80
C 1.93 2.15 -0.43
N -0.24 1.13 0.18
H 0.16 -0.07 0.19
H -0.26 1.55 1.11
H 0.37 1.47 -1.76
H -0.04 2.94 -0.89
H 2.44 2.73 -1.20
H 2.03 2.68 0.52
H 2.42 1.19 -0.34

* total charge: 0
* frontier orbital gap: 7.979 eV

***

What is the stability order? It is model one, model two, from most stable to least stable.